C87H217BaN14O29 | ωB97M-V/def2-TZVPD

Geometry as XYZ:
```
348
C87H217BaN14O29, DFT ωB97M-V/def2-TZVPD
Ba -5.1585 0.4179 -1.0295
C -0.7096 1.5259 1.0936
C -1.1742 0.3500 0.1682
C -0.7364 -1.0105 0.7452
O -2.5207 0.4032 -0.1866
H -1.0070 2.5044 0.7164
H 0.3525 1.5446 1.3380
H -1.2258 1.5789 2.0521
H -0.5062 0.4635 -0.6856
H -1.2380 -1.0778 1.7105
H 0.3279 -1.1387 0.9426
H -0.9036 -1.9000 0.1379
C -8.2900 -1.5036 4.3936
O -7.4987 -0.8970 3.3730
C -7.3105 0.4521 3.6131
C -6.8556 1.0706 2.2778
N -5.6148 0.5022 1.7650
C -4.5583 0.8329 2.7397
C -4.3883 2.3491 2.9274
O -5.2345 2.8254 3.9294
C -5.4081 4.2624 3.8659
H -7.8977 -1.4568 5.4095
H -8.5909 -2.5192 4.1363
H -9.2561 -0.9993 4.4160
H -6.6465 0.5588 4.4709
H -8.2227 0.9663 3.9154
H -6.8367 2.1514 2.4176
H -7.6430 0.9171 1.5398
H -5.8489 -0.4739 1.8767
H -3.6374 0.4014 2.3473
H -4.7478 0.2537 3.6435
H -4.4252 2.9209 2.0002
H -3.3847 2.5715 3.2901
H -5.6462 4.7480 2.9195
H -4.6257 4.8170 4.3839
H -6.2827 4.5193 4.4635
C -5.8900 -5.8226 2.5198
O -5.0518 -4.9361 3.2407
C -5.1873 -4.7686 4.6463
C -4.4937 -3.4179 5.0662
N -3.0323 -3.6716 5.2869
C -2.3149 -2.5336 5.8830
C -2.1843 -1.2838 5.0539
O -1.3998 -0.3722 5.8091
C -0.8313 0.7008 5.0970
H -6.9419 -5.5959 2.6933
H -5.7702 -6.8884 2.7143
H -5.6975 -5.7997 1.4472
H -4.8726 -5.6229 5.2456
H -6.2300 -4.5762 4.8994
H -4.8703 -3.0561 6.0230
H -4.7752 -2.6526 4.3429
H -2.5523 -3.9950 4.4592
H -1.2755 -2.7743 6.1060
H -2.7422 -2.2717 6.8509
H -3.1627 -0.9172 4.7437
H -1.7127 -1.5719 4.1144
H -0.1575 0.4666 4.2729
H -0.2468 1.2988 5.7962
H -1.6453 1.3428 4.7602
C 0.1127 0.9647 -12.8519
O -0.1085 0.1897 -11.6496
C -1.5224 0.2593 -11.3130
C -1.8392 -0.6768 -10.1814
N -1.2542 -0.2274 -8.9531
C -1.3848 -1.1934 -7.8304
C -0.7823 -0.6453 -6.5331
O -0.8371 -1.6603 -5.5434
C -0.3186 -1.3679 -4.2446
H -0.2224 0.4366 -13.7446
H 1.1911 1.0947 -12.9437
H -0.2370 1.9965 -12.8862
H -2.1607 0.1695 -12.1920
H -1.6562 1.2929 -10.9936
H -1.3161 -1.6189 -10.3454
H -2.9231 -0.7838 -10.1386
H -0.2744 -0.0909 -9.1571
H -0.7343 -2.0116 -8.1393
H -2.4176 -1.5052 -7.6749
H -1.2541 0.2983 -6.2588
H 0.2506 -0.3529 -6.7224
H -1.0745 -0.8260 -3.6763
H 0.5987 -0.7811 -4.2948
H -0.0932 -2.3182 -3.7607
C 8.6508 -10.2454 -3.1796
O 7.6475 -9.3388 -2.8514
C 6.7550 -9.9223 -1.9100
C 5.5526 -8.9850 -1.6878
N 5.9568 -7.8095 -0.9043
C 4.7736 -6.9081 -0.7883
C 5.1597 -5.5437 -0.2980
O 4.0782 -4.8290 0.3130
C 4.3854 -3.6613 1.0135
H 9.2077 -10.6333 -2.3267
H 9.4095 -9.7101 -3.7504
H 8.3093 -11.0540 -3.8259
H 7.2815 -10.0234 -0.9610
H 6.3727 -10.9061 -2.1821
H 4.7793 -9.5207 -1.1371
H 5.1727 -8.7069 -2.6708
H 6.5645 -7.2179 -1.4528
H 4.0205 -7.3463 -0.1335
H 4.3709 -6.8038 -1.7958
H 5.5539 -4.9037 -1.0873
H 6.0772 -5.6100 0.2868
H 4.7155 -2.9011 0.3055
H 5.1121 -3.7545 1.8205
H 3.4903 -3.2785 1.5039
C 8.9570 5.5625 4.5871
O 8.9849 4.1408 4.3752
C 7.7451 3.6498 3.9416
C 7.6926 2.1305 3.8946
N 6.3209 1.6310 3.5780
C 6.2392 0.1640 3.6227
C 4.7552 -0.2654 3.3083
O 4.4103 0.1522 1.9763
C 3.0081 -0.0586 1.7796
H 8.1771 5.7847 5.3156
H 8.8695 6.2354 3.7341
H 9.9336 5.7972 5.0104
H 7.4625 4.0848 2.9830
H 6.9417 3.9667 4.6066
H 7.9980 1.8530 4.9035
H 8.4736 1.7290 3.2490
H 5.9905 1.7934 2.6375
H 6.5609 -0.3099 4.5501
H 6.8418 -0.4057 2.9152
H 4.0693 0.2344 3.9923
H 4.6761 -1.3483 3.4044
H 2.6937 -1.0943 1.9086
H 2.6557 0.1633 0.7723
H 2.4634 0.5467 2.5043
C -6.9044 -2.4973 0.7787
O -5.7134 -2.1673 0.1111
C -4.7646 -3.2566 -0.2009
C -3.7669 -2.7452 -1.2448
N -4.4522 -2.0175 -2.3342
C -3.6894 -1.4509 -3.4441
C -4.6019 -0.6163 -4.3694
O -5.2766 0.4350 -3.6137
C -6.1187 1.2852 -4.3225
H -7.3345 -3.3660 0.2802
H -7.5636 -1.6293 0.7832
H -6.7656 -2.7448 1.8312
H -5.3398 -4.0789 -0.6263
H -4.3240 -3.6873 0.6982
H -3.2418 -3.6018 -1.6673
H -3.0270 -2.0993 -0.7721
H -5.0346 -2.7025 -2.7942
H -3.1387 -2.2190 -3.9870
H -2.9607 -0.8010 -2.9595
H -5.3393 -1.2685 -4.8375
H -3.9735 -0.1446 -5.1248
H -6.8127 0.6970 -4.9229
H -5.6153 2.0220 -4.9485
H -6.8203 1.7562 -3.6340
C 2.3707 -0.1790 7.6671
O 2.1214 0.8042 6.6129
C 3.1639 1.7600 6.4988
C 2.6966 2.7175 5.3979
N 3.8821 3.5442 5.0771
C 3.6865 4.5554 3.9977
C 3.5258 4.0529 2.5506
O 4.9074 3.8648 2.1422
C 5.0040 3.3851 0.8411
H 3.3955 -0.5443 7.6004
H 1.6740 -1.0050 7.5245
H 2.2786 0.3496 8.6159
H 4.1199 1.2685 6.3183
H 3.2776 2.2984 7.4397
H 1.8489 3.3493 5.6630
H 2.4074 2.1070 4.5424
H 4.5745 2.9770 4.6090
H 4.5471 5.2235 4.0315
H 2.9745 5.2898 4.3744
H 3.0344 4.8104 1.9399
H 2.8878 3.1754 2.4452
H 4.5118 3.9987 0.0867
H 4.5873 2.3787 0.7993
H 6.0743 3.3906 0.6345
C -1.8106 -4.8124 2.3446
O -0.7795 -4.5004 3.2242
C 0.5287 -4.7722 2.7711
C 1.4662 -4.4292 3.9292
N 1.8525 -3.0305 3.8587
C 2.2209 -2.5680 5.2727
C 3.5363 -3.1359 5.6956
O 3.4561 -4.4009 6.3271
C 4.7296 -5.0405 6.4582
H -1.7276 -5.8770 2.1262
H -1.7242 -4.2021 1.4456
H -2.7381 -4.5543 2.8558
H 0.7067 -4.2394 1.8370
H 0.6825 -5.8282 2.5491
H 2.3606 -4.9939 3.6663
H 1.0178 -4.7285 4.8766
H 1.0652 -2.4952 3.5217
H 1.3920 -2.7364 5.9601
H 2.3071 -1.4817 5.2463
H 3.9918 -2.5070 6.4605
H 4.3003 -3.0306 4.9254
H 5.0940 -5.5125 5.5458
H 4.6566 -5.7549 7.2781
H 5.4353 -4.2915 6.8175
C 1.6562 -3.0620 -1.2844
O 2.0927 -2.9062 -2.6544
C 3.3457 -3.5183 -2.8959
C 3.4239 -3.6475 -4.3777
N 3.8931 -2.3895 -5.0073
C 3.7933 -2.5233 -6.4706
C 4.6520 -1.4434 -7.2170
O 3.9143 -0.2229 -7.6415
C 3.3381 0.4529 -6.5214
H 0.8086 -2.4092 -1.0760
H 2.4571 -2.7284 -0.6246
H 1.4123 -4.0944 -1.0340
H 3.4368 -4.5171 -2.4690
H 4.1664 -2.9192 -2.5014
H 2.5322 -4.1292 -4.7787
H 4.2089 -4.3803 -4.5642
H 3.4032 -1.5564 -4.7141
H 2.7548 -2.4751 -6.7982
H 4.0465 -3.5614 -6.6860
H 5.2131 -1.8830 -8.0416
H 5.4929 -1.0831 -6.6244
H 4.0406 0.5651 -5.6956
H 2.4688 -0.0735 -6.1274
H 3.1299 1.4747 -6.8389
C 1.8290 2.9240 -0.8732
O 0.9252 3.9897 -0.9542
C 1.6282 5.2417 -0.9139
C 0.7819 6.3871 -1.3909
N -0.3470 6.6283 -0.4412
C -1.4300 7.4182 -0.9878
C -2.5125 7.6364 0.1201
O -3.2347 6.4365 0.2858
C -4.5746 6.6543 0.7797
H 2.5831 3.0076 -1.6558
H 1.3240 1.9586 -0.9068
H 2.3249 2.9945 0.0949
H 2.5088 5.2128 -1.5556
H 2.0054 5.4997 0.0756
H 0.3531 6.2380 -2.3818
H 1.4499 7.2432 -1.4855
H -0.8316 5.7453 -0.3670
H -1.7540 6.9398 -1.9121
H -1.0391 8.3829 -1.3111
H -3.1236 8.4630 -0.2423
H -2.0558 7.9268 1.0663
H -5.1400 7.3529 0.1631
H -4.5502 7.0416 1.7983
H -5.1246 5.7262 0.6242
C 3.2736 0.1892 -2.7044
O 3.7484 1.4106 -3.3583
C 5.0369 1.7309 -2.8484
C 5.5026 3.0001 -3.5910
N 4.6844 4.1856 -3.2090
C 4.9153 5.3884 -4.0380
C 4.4940 5.1814 -5.4925
O 3.0730 5.0504 -5.5745
C 2.6143 5.0872 -6.9182
H 2.3482 -0.1125 -3.1951
H 3.0971 0.3175 -1.6365
H 4.0158 -0.6088 -2.7239
H 5.7934 0.9870 -3.0980
H 5.0391 1.9361 -1.7779
H 5.4255 2.7475 -4.6485
H 6.5555 3.1642 -3.3613
H 3.7151 3.9122 -3.2845
H 5.9959 5.5310 -4.0409
H 4.3331 6.1939 -3.5903
H 5.0213 4.3544 -5.9680
H 4.7469 6.0088 -6.1556
H 1.5369 4.9318 -6.8626
H 3.0490 4.3048 -7.5402
H 2.8037 6.0687 -7.3528
C -7.0938 -9.6539 1.8458
O -6.8379 -8.6400 0.8570
C -7.2040 -9.1037 -0.4785
C -7.0005 -7.9832 -1.5025
N -5.6031 -7.8652 -1.9942
C -4.7739 -7.1971 -0.9972
C -3.3721 -6.7923 -1.5641
O -2.5835 -6.0720 -0.6594
C -1.2343 -5.7424 -1.0946
H -6.7514 -10.6591 1.6000
H -8.1509 -9.6897 2.1091
H -6.5693 -9.4717 2.7838
H -8.2536 -9.3954 -0.5157
H -6.5665 -9.9401 -0.7652
H -7.4125 -7.0403 -1.1428
H -7.5822 -8.2084 -2.3964
H -5.6391 -7.3390 -2.8556
H -4.7511 -7.7355 -0.0497
H -5.2744 -6.2888 -0.6618
H -3.4797 -6.1953 -2.4697
H -2.8005 -7.6865 -1.8130
H -0.7562 -6.6975 -1.3121
H -0.7502 -5.1224 -0.3399
H -1.2746 -5.1535 -2.0109
C -7.4240 3.2996 -0.5642
O -6.0196 3.0439 -0.5830
C -5.3238 3.8491 -1.5241
C -3.7906 3.7173 -1.3935
N -3.4162 2.4295 -2.0666
C -2.7349 2.6900 -3.3351
C -1.2804 3.1134 -3.1198
O -0.5699 2.9742 -4.3772
C 0.8392 2.7786 -4.2274
H -7.5338 4.2995 -0.1443
H -7.9623 2.6864 0.1585
H -7.8132 3.2060 -1.5780
H -5.5929 4.9054 -1.5251
H -5.6636 3.5429 -2.5135
H -3.4589 3.6008 -0.3618
H -3.2441 4.5595 -1.8178
H -2.9068 1.8568 -1.4088
H -3.3511 3.4283 -3.8482
H -2.6498 1.7734 -3.9188
H -0.8517 2.4956 -2.3307
H -1.1114 4.1315 -2.7692
H 1.3495 3.5735 -3.6835
H 1.2869 2.7141 -5.2191
H 1.0386 1.8677 -3.6629
C 2.5551 11.2157 4.9439
O 1.7590 10.0510 4.8534
C 1.3562 9.6541 3.5951
C 0.5608 8.3488 3.7629
N -0.5048 8.4388 4.7604
C -1.1646 7.1626 5.0729
C -1.5652 6.2494 3.8839
O -0.4962 5.3231 3.7315
C -0.6567 4.5060 2.5929
H 3.4501 11.1648 4.3238
H 2.8649 11.2790 5.9870
H 1.9907 12.0885 4.6158
H 2.2386 9.4043 3.0061
H 0.8015 10.4568 3.1090
H 1.2557 7.5715 4.0809
H 0.2098 7.9467 2.8126
H -0.0482 8.8449 5.5646
H -2.0317 7.4676 5.6589
H -0.5340 6.5676 5.7335
H -1.8045 6.7782 2.9613
H -2.4378 5.7326 4.2835
H -0.5115 5.0543 1.6621
H -1.6267 4.0170 2.5030
H 0.0799 3.7036 2.6328
```

Properties
strongest force on any atom = 2.4 eV Å⁻¹
electronic energy = -6418.1475 Eh
net charge = +1
HOMO level = -9.5 eV
frontier orbital gap = 7.226 eV